ORCA calculation (ωB97M-V/def2-TZVPD) on C6H10N2O3 in the gas phase.

XYZ file:
```
21
Properties=species:S:1:pos:R:3:forces:R:3
H 0.127716 -1.861271 -1.474509 -0.9 -1.1 1.0
C 0.937554 0.847257 0.787416 2.4 -0.6 -1.1
C -0.813552 1.525389 -0.538926 -1.4 -0.1 -2.2
C -1.212880 -0.649356 1.324505 -4.4 -3.0 1.4
H -1.494373 1.569339 0.366285 0.9 0.2 -1.3
H 0.316130 -2.550319 0.149699 2.7 -1.9 1.9
N 0.545777 0.903097 2.004938 -2.0 -0.7 -3.5
H -1.395291 1.222350 -1.456385 -0.1 0.9 0.8
H -1.192641 -2.754389 -0.526402 -1.0 -0.3 -0.4
C -0.337932 -2.130495 -0.485499 -1.5 3.5 -1.7
H 1.692633 -0.760965 -1.067822 0.5 0.6 -0.5
H 0.759567 -0.196356 -2.441214 0.4 0.8 0.7
O 0.959065 1.508361 2.902967 0.9 1.1 3.8
N -0.645237 -0.773225 0.109277 1.2 -0.9 -2.2
H 1.987411 1.203412 0.575419 -1.3 -0.1 0.8
O -2.164152 -1.349631 1.732401 1.7 0.0 -1.6
C 1.174794 0.139910 -1.450555 0.3 -2.4 -1.9
H -0.310213 2.497753 -0.750758 -0.4 -0.7 0.3
O -0.953870 0.280150 2.207427 3.3 2.4 0.0
C 0.152918 0.347496 -0.438037 -1.1 2.4 5.8
H 1.866576 0.981493 -1.530227 -0.3 -0.2 -0.2
```
Positions in Å, forces in eV/Å.

Properties
- Kohn-Sham gap: 9.73 eV

---

ORCA calculation (ωB97M-V/def2-TZVPD) on C6H10N2O3 in the gas phase.

XYZ file:
```
21
Properties=species:S:1:pos:R:3:forces:R:3
H 1.337059 -1.391540 1.519884 0.2 -2.1 2.7
H -0.618347 -0.454022 2.307420 0.6 0.0 1.3
H -0.232217 -0.931977 -1.909684 -0.3 -0.3 0.5
H -1.742820 -1.190472 -1.001258 -0.1 -0.7 -0.3
N 0.005396 1.003900 -0.242556 0.2 0.9 0.2
O 2.369585 -0.202103 -1.174356 0.3 -0.5 -0.8
C -0.663046 -1.340404 -0.965811 0.9 0.7 -1.0
C -1.069049 1.804714 -0.766361 1.3 0.8 -2.0
C 1.033789 1.527622 0.282787 2.8 -1.4 1.1
C -0.151340 -0.436381 0.172894 1.4 -0.9 1.6
C 1.295030 -0.778250 0.728665 -2.7 3.0 -3.4
H -1.676295 1.040884 -1.071798 -2.4 -1.3 -1.0
H -0.821918 2.419459 -1.642955 0.6 -0.6 -0.1
H -1.553274 2.518608 -0.185860 -0.7 0.7 2.1
O 3.351638 -1.484694 0.347455 -0.5 0.4 -1.5
O 1.955812 2.127679 0.627776 -1.2 0.5 -0.5
N 2.359805 -0.884021 -0.141102 0.7 0.2 2.3
H -1.815066 0.513968 1.383132 1.0 0.3 0.0
C -1.117752 -0.344290 1.393595 -2.3 -1.0 -2.0
H -1.938876 -1.094685 1.305231 1.0 -0.3 0.2
H -0.308106 -2.424002 -0.967099 -0.7 1.5 0.7
```
Positions in Å, forces in eV/Å.

Properties
- Kohn-Sham gap: 8.13 eV

---

ORCA calculation (ωB97M-V/def2-TZVPD) on C6H10N2O5 in the gas phase.

XYZ file:
```
23
Properties=species:S:1:pos:R:3:forces:R:3
H -2.746207 -3.257304 0.230682 -0.3 0.1 0.2
C -0.431995 0.255521 0.128117 -1.8 1.4 2.2
O -3.049945 -2.770806 1.012051 0.4 0.4 0.3
C 1.084089 2.175326 0.343073 -1.2 -0.3 -1.4
H -0.927895 -3.053621 -0.003680 0.8 -0.5 0.1
N 0.685208 0.871302 -0.244106 1.5 1.6 -0.2
C -0.818966 -1.018110 -0.546664 1.2 -0.5 -0.7
O -2.046014 -1.408442 2.517753 -0.2 -0.9 -0.8
H 0.859833 -1.708681 -1.358404 1.4 -0.4 -0.2
C 2.312047 2.684812 -0.385849 2.6 -2.2 -1.6
C -0.770949 -2.148533 0.571296 0.3 1.1 -0.8
H 1.458809 0.322554 -0.524368 0.8 -0.5 -0.7
H 0.250755 -2.096813 1.099796 -1.8 -0.3 -0.7
H 0.245843 2.870665 0.054257 0.6 -0.6 1.4
C -1.990119 -2.038099 1.498568 0.4 0.2 0.5
O -1.177103 0.745014 0.987381 0.6 -0.3 -1.2
N 0.011169 -1.395048 -1.754777 -1.6 0.0 1.5
O 3.196293 1.878757 -0.729521 -2.3 2.5 0.8
H -1.791513 -0.783982 -0.941635 -0.8 -0.4 0.2
H 0.177813 -0.603706 -2.368039 0.0 0.0 0.2
H 1.744003 4.501734 -0.220129 -0.1 0.1 -0.2
O 2.384332 4.004404 -0.747691 0.0 -1.3 0.9
H 1.340515 1.973055 1.381891 -0.5 0.9 0.3
```
Positions in Å, forces in eV/Å.

Properties
- Kohn-Sham gap: 9.95 eV

---

ORCA calculation (ωB97M-V/def2-TZVPD) on C6H10N2O5 in the gas phase.

XYZ file:
```
23
Properties=species:S:1:pos:R:3:forces:R:3
O -3.720734 -0.683861 -0.287036 0.2 0.1 0.1
H 1.634659 -1.109481 2.475438 -0.3 1.1 -1.1
N 3.730515 0.431678 -0.935746 1.5 0.8 1.7
C -0.323502 0.478368 0.323258 0.7 0.1 0.2
H -1.278791 -1.350034 -0.188271 -0.5 0.0 -0.1
H 2.571684 1.451226 -2.175026 -0.3 0.6 -0.4
H -0.603554 1.478375 0.690740 -0.7 -0.6 -0.1
O 1.525794 -0.523762 1.669584 -1.2 -0.6 0.5
H 3.946957 -0.396669 -0.377975 -0.6 0.3 -0.5
C 0.172046 -0.228069 1.596856 1.0 0.1 0.1
O 1.087478 -1.264214 -1.486358 -0.4 -1.0 0.2
C 2.655755 0.429312 -1.854988 1.1 -0.6 -2.2
H 2.903756 -0.185236 -2.751060 -0.1 0.4 0.5
O -3.002392 1.198581 0.685378 0.2 -0.1 -0.4
N 0.729938 0.749206 -0.562006 0.6 2.1 -0.3
C -2.759686 0.210871 0.039234 -0.6 -0.7 1.2
H -1.472361 -0.180971 -1.486130 0.8 0.1 0.4
C 1.400794 -0.107896 -1.330769 -0.2 -0.7 0.2
C -1.421625 -0.288243 -0.387174 -0.6 0.2 0.0
H -4.448048 -0.462952 0.303334 -0.6 0.1 -0.2
H 0.859399 1.724637 -0.769126 0.4 0.0 0.1
O -0.563007 -0.409963 2.515084 -0.5 -0.5 0.4
H 3.703332 1.264618 -0.329376 0.1 -0.9 -0.3
```
Positions in Å, forces in eV/Å.

Properties
- Kohn-Sham gap: 9.64 eV

---

Respective E_HOMO values: -9.38, -7.97, -9.67, -9.21 eV.
Respective energy above the lowest of the compared OMol25 structures with the same formula, charge and spin values: 147.3, 174.6, 52.1, 37.1 kcal/mol.
Respective max |F| values: 0.1242, 0.1026, 0.0729, 0.0486 hartree/bohr.